1.
ORCA calculation (ωB97M-V/def2-TZVPD) on C20H30LiO10 as an isolated structure in a non-equilibrium geometry.

Summary:
* energy: -41900.5245 eV
* HOMO level: -12.145 eV
* ΔE to the lowest compared entry with this formula, charge and spin: 497.9 kJ/mol
* strongest force on any atom: 0.1119 Eh/bohr
* net charge: +1

Geometry (Å):
1 H -4.612 0.262 5.500
2 H -3.094 3.637 -4.754
3 H 5.805 4.538 4.086
4 C -4.108 -3.455 -1.748
5 H 5.427 4.199 5.743
6 O 4.389 -0.316 -3.321
7 H -2.469 -2.278 -2.659
8 C 3.317 -1.827 -4.863
9 C -2.629 -0.366 6.152
10 H 3.485 -3.204 -3.123
11 H -3.560 1.761 -2.863
12 C 2.967 -2.310 -3.470
13 H -4.170 -0.570 3.231
14 H 5.371 -1.572 -4.623
15 O 5.221 1.922 3.386
16 H 2.473 -1.179 -5.099
17 C -2.622 -3.199 -2.096
18 H 1.897 -2.465 -3.328
19 H -4.442 -1.417 5.928
20 H -2.063 -4.062 -2.458
21 H 7.067 2.735 4.273
22 H 3.493 4.553 3.700
23 H -1.715 1.379 -5.961
24 O -1.732 0.255 5.204
25 H -3.676 2.066 -5.049
26 C -2.157 -3.042 -0.662
27 O 3.087 1.943 2.603
28 H -4.214 -4.909 -0.254
29 O -0.730 1.708 -4.224
30 H 5.972 1.859 5.354
31 C 6.027 2.463 4.448
32 O -2.957 -3.400 0.233
33 C -3.451 -0.847 4.002
34 C -3.925 -0.583 5.452
35 C 4.009 2.482 3.262
36 C 5.273 3.836 4.727
37 C -2.858 2.592 -4.556
38 C 3.809 3.688 4.282
39 H 3.472 -2.593 -5.622
40 H -4.587 -4.172 -2.414
41 C -2.707 2.384 -3.131
42 C -1.299 1.801 -3.029
43 H -2.839 3.364 -2.673
44 H -2.161 -1.303 6.453
45 O 3.215 -0.906 -1.473
46 H 4.743 -0.242 -5.499
47 H -4.644 -2.511 -1.844
48 C -4.194 -3.819 -0.255
49 C 4.525 -0.886 -4.647
50 H -3.011 -1.835 3.861
51 C 3.501 -1.146 -2.602
52 H -1.141 3.126 -5.715
53 H -5.090 -3.375 0.179
54 C -2.195 0.028 3.969
55 O -0.678 1.414 -2.035
56 O -1.075 -2.552 -0.452
57 H 3.186 3.610 5.173
58 H -2.775 0.353 6.958
59 Li 0.969 -0.205 0.664
60 O -1.508 0.350 2.979
61 C -1.612 2.237 -5.297

=====

2.
ORCA calculation (ωB97M-V/def2-TZVPD) on a 10-piece molecular cluster, C20H30N10 overall in a non-equilibrium geometry.

Summary:
* spin multiplicity: 2
* energy: -36123.0072 eV
* HOMO level (spin up / spin down): 0.106 / -8.975 eV
* ΔE to the lowest compared entry with this formula, charge and spin: 37.7 kJ/mol
* strongest force on any atom: 0.1281 Eh/bohr
* net charge: -1
* ⟨S²⟩: 0.750

Geometry (Å):
1 H -19.066 11.088 21.294
2 H -14.961 10.716 18.203
3 C -17.518 14.855 14.648
4 C -17.347 7.848 23.935
5 H -17.379 14.187 23.884
6 C -20.082 9.620 16.792
7 H -18.337 14.575 13.986
8 H -13.559 14.570 18.179
9 H -17.006 16.518 19.347
10 N -11.559 9.515 22.246
11 C -16.677 10.243 19.399
12 H -18.191 8.220 22.002
13 H -15.652 14.266 23.443
14 H -18.572 6.632 22.458
15 H -14.799 9.653 21.862
16 H -20.818 9.176 17.462
17 C -13.837 13.950 17.327
18 C -17.781 7.376 22.556
19 C -20.484 10.170 22.571
20 N -14.503 8.725 16.372
21 C -17.441 13.941 15.745
22 H -16.581 15.829 17.813
23 N -19.703 15.251 18.107
24 C -14.313 14.700 16.160
25 N -17.489 13.234 16.666
26 H -20.602 10.499 16.410
27 H -15.981 12.045 18.700
28 H -19.204 9.880 17.384
29 H -14.824 8.585 13.200
30 H -15.644 7.084 13.827
31 H -17.741 15.852 15.029
32 H -16.592 14.789 14.077
33 H -20.233 12.258 22.181
34 C -18.586 15.441 18.381
35 C -15.511 8.161 13.932
36 H -19.041 11.287 22.976
37 C -15.574 11.087 19.024
38 N -16.498 11.771 22.065
39 H -12.925 13.405 17.083
40 C -14.930 8.466 15.279
41 C -16.436 12.577 22.879
42 C -12.687 9.688 22.477
43 C -16.434 13.644 23.878
44 N -19.717 8.000 14.760
45 C -19.732 11.292 22.133
46 C -19.838 8.718 15.648
47 H -16.552 8.465 13.819
48 H -14.878 11.114 19.863
49 H -14.327 9.169 23.522
50 N -17.553 9.545 19.725
51 H -16.131 13.404 24.898
52 C -17.244 15.698 18.669
53 C -14.118 9.844 22.692
54 H -17.011 6.807 22.035
55 H -14.267 10.846 23.093
56 N -14.605 15.286 15.268
57 H -16.875 14.847 19.241
58 N -17.028 8.302 24.978
59 H -14.605 13.249 17.655
60 N -21.065 9.267 22.957

=====

3.
ORCA calculation (ωB97M-V/def2-TZVPD) on one molecule with the formula C20H30N2O5.

Summary:
* energy: -34446.6643 eV
* HOMO level: -8.493 eV
* ΔE to the lowest compared entry with this formula, charge and spin: 99.7 kJ/mol
* strongest force on any atom: 0.0147 Eh/bohr

Geometry (Å):
1 C 2.511 1.007 1.021
2 H 7.286 -0.186 0.044
3 H 0.125 -2.867 -2.692
4 N -2.119 2.781 0.081
5 H -5.055 -0.690 -0.149
6 H 0.537 -0.509 -1.925
7 C 6.472 -0.181 -0.678
8 C -3.481 2.967 -0.360
9 N -4.762 -0.365 0.761
10 O -3.528 1.196 1.824
11 C 5.140 -0.429 0.023
12 C -3.667 -2.506 1.334
13 H -3.620 -3.243 2.136
14 C -1.168 2.307 -0.755
15 H -4.081 -2.991 0.447
16 H -2.020 2.615 1.072
17 H -0.803 1.092 1.707
18 C -4.607 -1.380 1.776
19 C -2.256 -2.006 1.017
20 H 4.186 -1.936 1.238
21 C -0.474 -0.907 -2.021
22 H -1.542 -2.432 -3.102
23 O -1.309 2.270 -1.967
24 H 4.334 -0.396 -0.718
25 C 1.303 0.828 1.702
26 H -1.992 -1.171 1.669
27 C 2.492 1.611 -0.234
28 H 1.332 0.346 2.667
29 H 3.400 1.763 -0.797
30 H 6.471 0.780 -1.187
31 C 5.119 -1.799 0.695
32 H 1.269 2.481 -1.758
33 H -1.151 -0.104 -2.326
34 H 6.660 -0.958 -1.414
35 H -5.274 1.796 -0.696
36 C -2.096 -1.535 -0.416
37 H 5.028 1.663 0.624
38 C 4.886 0.669 1.066
39 O -0.813 -1.340 -0.697
40 H -1.516 -2.791 1.181
41 C 1.291 2.025 -0.779
42 C -4.118 0.819 0.826
43 O -3.001 -1.367 -1.196
44 H 5.209 -2.589 -0.046
45 O 3.616 0.572 1.677
46 H 5.596 0.557 1.891
47 H -5.591 -1.796 2.015
48 H 5.944 -1.888 1.399
49 C 0.114 1.259 1.159
50 H -3.980 3.627 0.352
51 C 0.094 1.874 -0.091
52 H -3.456 3.438 -1.345
53 C -4.223 1.628 -0.456
54 H -3.781 1.031 -1.258
55 H -0.198 -1.704 -3.989
56 C -0.525 -2.057 -3.015
57 H -4.209 -0.879 2.662

=====

4.
ORCA calculation (ωB97M-V/def2-TZVPD) on one molecule with the formula C20H30N2O5S2 in a non-equilibrium geometry.

Summary:
* energy: -56114.8804 eV
* HOMO level: -8.772 eV
* ΔE to the lowest compared entry with this formula, charge and spin: 29.4 kJ/mol
* strongest force on any atom: 0.0224 Eh/bohr

Geometry (Å):
1 H 0.433 4.050 2.646
2 H 0.908 5.459 3.602
3 H -2.232 2.414 -0.329
4 C 0.394 -4.709 -1.281
5 C -0.511 -4.917 -2.494
6 C 1.829 -3.313 0.054
7 C 0.693 -3.224 -0.953
8 C -3.020 6.532 0.118
9 H 1.992 -4.365 -3.621
10 H 3.632 -4.418 -0.364
11 H -0.223 6.973 1.988
12 C -2.296 5.496 0.972
13 C -0.211 2.885 0.135
14 H -2.698 4.501 0.760
15 C 1.491 -2.765 -2.210
16 H -0.795 5.024 3.454
17 C 0.059 5.958 1.689
18 H -0.535 -5.975 -2.743
19 C -0.213 -5.501 -0.124
20 O -0.289 -3.363 1.925
21 H 2.082 -6.079 -1.825
22 H 0.801 -2.431 -2.984
23 O -1.322 4.533 -1.564
24 C 0.988 2.449 0.672
25 H -2.105 0.145 0.700
26 C -1.246 0.796 0.680
27 H 2.146 -1.928 -1.969
28 H 2.423 -5.303 0.557
29 C -0.043 0.345 1.227
30 C 1.078 1.181 1.211
31 S -0.323 4.543 -0.536
32 H -1.528 -4.609 -2.260
33 H -2.448 5.707 2.033
34 H -1.276 -5.287 -0.044
35 H -2.625 7.525 0.314
36 H -0.233 -1.270 -0.846
37 C -1.321 2.062 0.130
38 H 3.349 -3.852 -2.631
39 H -0.189 -4.371 -3.374
40 O 2.153 -2.460 0.840
41 H 0.228 -5.251 0.833
42 H -4.084 6.522 0.339
43 N 0.044 -0.917 1.790
44 O 1.004 4.983 -0.861
45 C -0.442 -2.304 -0.580
46 C 2.273 -4.024 -2.626
47 H 0.980 -1.209 2.042
48 C 1.877 -5.046 -1.551
49 H -1.379 -2.607 -1.038
50 H -0.093 -6.567 -0.308
51 H 2.010 0.821 1.620
52 H 1.023 6.004 1.181
53 H -2.867 6.295 -0.931
54 O -2.213 -1.973 1.325
55 C 0.155 5.063 2.925
56 H 1.842 3.107 0.633
57 N -0.876 5.497 0.695
58 S -0.811 -2.237 1.217
59 C 2.561 -4.594 -0.260

=====

5.
ORCA calculation (ωB97M-V/def2-TZVPD) on C20H30N7OV as an isolated structure in a non-equilibrium geometry.

Summary:
* spin multiplicity: 3
* energy: -59382.5240 eV
* HOMO level (spin up / spin down): -13.815 / -13.805 eV
* ΔE to the lowest compared entry with this formula, charge and spin: 0.0 kJ/mol
* strongest force on any atom: 0.0233 Eh/bohr
* net charge: +2
* ⟨S²⟩: 2.018

Geometry (Å):
1 H -0.168 -0.113 4.294
2 C 3.943 -3.159 -3.109
3 H -2.584 1.054 2.587
4 H -3.093 0.936 -0.159
5 H 0.638 2.394 1.737
6 H -0.226 -3.591 1.478
7 C -2.332 4.285 0.185
8 H -1.689 2.864 1.656
9 N -2.666 0.039 0.052
10 H 1.656 -0.238 2.513
11 C 2.958 -2.219 -2.862
12 C -0.865 -1.843 2.542
13 C -1.721 3.699 -2.051
14 V -0.394 0.295 0.222
15 C -0.142 -2.507 1.390
16 N 0.937 1.450 1.509
17 H 5.458 -4.412 -2.253
18 H 1.752 1.234 3.481
19 H 5.037 -3.665 0.062
20 C -1.108 2.563 -1.556
21 H -1.705 3.904 -3.112
22 H -0.614 1.206 -4.463
23 H -3.276 -1.593 1.232
24 H 1.821 1.536 1.015
25 C 1.136 0.685 2.768
26 O 1.372 -0.519 -0.032
27 H 4.136 -3.485 -4.122
28 H -1.649 -2.384 0.002
29 H -0.333 -2.034 3.474
30 H 1.039 1.548 -3.999
31 H -2.905 -0.459 3.414
32 H -0.137 2.876 -4.121
33 H -2.829 5.466 -1.538
34 H 3.280 -1.983 0.511
35 H 0.915 -2.255 1.381
36 C -0.334 1.612 -2.397
37 H -2.789 4.945 0.909
38 C 4.448 -3.263 -0.752
39 C -0.234 0.410 3.338
40 H -0.745 1.356 3.533
41 C -3.274 -0.507 1.297
42 N 0.992 -0.279 -2.279
43 C 0.005 1.841 -3.825
44 H 2.377 -1.804 -3.673
45 N 0.090 0.613 -1.713
46 C 4.686 -3.680 -2.055
47 H -1.852 -2.289 2.663
48 N -1.048 -0.360 2.358
49 C -2.489 -0.029 2.498
50 C -1.713 3.122 0.603
51 N -1.120 2.264 -0.235
52 H -2.914 -0.553 -0.736
53 C 3.460 -2.325 -0.500
54 C 2.711 -1.802 -1.553
55 C -2.346 4.571 -1.171
56 N -0.713 -2.006 0.114
57 H -4.316 -0.204 1.391
58 C 1.653 -0.819 -1.283
59 H -0.178 -2.389 -0.663

=====

6.
ORCA calculation (ωB97M-V/def2-TZVPD) on C20H30O19Rb4S as an isolated structure in a non-equilibrium geometry.

Summary:
* energy: -73568.3476 eV
* HOMO level: -10.047 eV
* strongest force on any atom: 0.1486 Eh/bohr
* net charge: +2

Geometry (Å):
1 H -2.486 -3.368 -6.337
2 C 5.940 3.134 3.209
3 C 3.776 3.402 4.522
4 H -3.593 -0.295 5.069
5 H -3.621 5.636 -2.306
6 H 4.240 -6.137 2.539
7 C 2.616 -4.224 3.253
8 H -3.042 -1.723 4.276
9 H -2.613 1.033 2.901
10 C -4.121 4.691 -2.094
11 H -2.580 3.740 -4.303
12 H -4.071 -1.384 -5.802
13 C -4.136 -2.309 -5.230
14 H -5.019 -2.820 -5.614
15 H -1.870 -0.463 4.572
16 O 3.799 2.980 -1.669
17 O -7.576 4.792 -2.305
18 H -4.404 2.925 -3.126
19 O -5.406 4.987 -1.613
20 O 7.217 3.212 3.849
21 C -3.042 0.032 2.947
22 O -1.249 -3.611 -3.640
23 O 1.479 3.289 -1.192
24 C -2.082 -4.634 -3.656
25 O -5.742 4.302 -3.625
26 C -2.909 -0.641 4.294
27 C -3.519 4.243 -4.536
28 Rb 8.756 4.137 -2.651
29 S 2.508 2.290 -1.502
30 C -1.638 -2.643 -4.580
31 C 3.391 -6.237 1.862
32 C 1.634 -7.492 2.614
33 O -2.014 -5.608 -2.915
34 H 3.162 3.039 5.347
35 H -4.309 -1.951 -4.215
36 C -4.425 3.983 -3.389
37 H 3.246 -4.525 4.091
38 H -3.422 4.088 -1.514
39 C -2.554 -0.842 1.775
40 Rb 3.263 7.516 -1.650
41 H -2.309 -1.774 2.284
42 C 5.064 2.622 4.315
43 H 3.646 -6.055 0.818
44 O -3.077 -4.335 -4.539
45 C -4.800 -0.395 1.544
46 O 5.851 2.649 5.420
47 H 5.870 2.469 2.348
48 O 2.823 -7.518 1.991
49 O 0.992 -8.487 2.974
50 O 2.634 1.265 -0.486
51 H -0.772 -2.429 -5.208
52 H -1.644 -0.442 1.329
53 C 7.140 2.850 5.098
54 Rb 4.349 3.025 -6.712
55 Rb 5.118 -1.896 -2.653
56 O 2.226 1.604 -2.731
57 O 1.286 -6.220 2.827
58 O -4.420 0.056 2.741
59 H 1.767 -3.632 3.596
60 H 3.186 -3.433 2.765
61 O -3.701 -0.862 0.889
62 O -5.933 -0.328 1.036
63 H 3.295 3.317 3.548
64 C 2.205 -5.313 2.247
65 H 4.794 1.607 4.025
66 H 5.658 4.134 2.878
67 H -1.952 -1.813 -3.947
68 H 1.697 -4.958 1.350
69 O 8.024 2.720 5.890
70 C -6.305 4.755 -2.515
71 H -3.975 3.732 -5.384
72 H 3.902 4.467 4.715
73 H -3.371 5.293 -4.789
74 C -2.849 -3.216 -5.321

=====

7.
ORCA calculation (ωB97M-V/def2-TZVPD) on C20H31AsBF4N3PdTe as an isolated structure.

Summary:
* energy: -108878.3404 eV
* HOMO level: -7.146 eV
* ΔE to the lowest compared entry with this formula, charge and spin: 22.7 kJ/mol
* strongest force on any atom: 0.0186 Eh/bohr

Geometry (Å):
1 H -0.508 -3.156 -1.689
2 C -4.494 3.677 0.548
3 H -5.255 1.214 0.018
4 Te 2.099 0.663 -2.298
5 C -2.997 2.948 2.333
6 H 7.088 1.012 -1.028
7 H 1.562 -1.701 1.750
8 C 1.624 -2.037 0.711
9 C 4.596 1.393 1.222
10 C 3.509 1.168 0.392
11 H -1.537 -2.848 0.562
12 N -1.613 1.552 0.413
13 H -2.158 3.650 2.276
14 C 2.252 -4.193 -0.404
15 H -1.786 1.745 -2.249
16 C 0.011 -2.216 -1.876
17 H 2.500 1.222 0.800
18 Pd 0.144 1.121 -0.753
19 H 0.299 -3.775 2.322
20 H -2.307 -1.261 0.237
21 H -4.617 3.598 -0.528
22 H 1.010 -2.416 -2.253
23 H -1.404 -1.510 1.736
24 H -1.221 2.091 1.181
25 H 2.541 -1.628 0.277
26 C 1.563 -3.528 0.607
27 C -1.451 -1.769 0.679
28 C 0.809 -4.276 1.507
29 H -3.779 3.382 2.953
30 C 1.391 -6.303 0.358
31 F -0.944 4.697 0.364
32 H 4.428 1.628 2.264
33 H 0.131 -6.220 2.090
34 H 1.321 -7.377 0.260
35 As 0.146 -1.173 -0.242
36 C 5.886 1.345 0.719
37 N -3.558 2.672 1.025
38 C 0.721 -5.653 1.383
39 C 6.085 1.061 -0.625
40 F -0.054 3.311 -1.216
41 H -2.668 2.022 2.804
42 C 3.707 0.907 -0.960
43 C -4.795 0.990 -0.939
44 H -3.304 1.353 -3.067
45 C -2.709 1.160 -2.173
46 F 1.246 4.969 -0.287
47 H -4.108 4.673 0.773
48 H 2.872 -3.628 -1.088
49 B 0.247 4.089 -0.016
50 H -0.523 -1.626 -2.622
51 C -2.824 1.931 0.146
52 F 0.627 3.162 0.980
53 H -2.466 0.087 -2.149
54 C 5.003 0.848 -1.462
55 H 2.705 -6.072 -1.320
56 C 2.165 -5.570 -0.528
57 H 5.173 0.637 -2.510
58 H -4.734 -0.100 -1.048
59 H 6.731 1.540 1.365
60 H -5.434 1.374 -1.737
61 N -3.473 1.583 -1.019
62 H -5.467 3.559 1.031

=====

8.
ORCA calculation (ωB97M-V/def2-TZVPD) on a 3-piece molecular cluster, C20H31B2N2O8Si overall in a non-equilibrium geometry.

Summary:
* energy: -49832.5854 eV
* HOMO level: -4.150 eV
* strongest force on any atom: 0.0266 Eh/bohr
* net charge: -1

Geometry (Å):
1 H -0.462 0.760 1.826
2 C 1.232 -5.624 -0.668
3 C -2.023 2.367 0.479
4 H 1.016 -5.408 0.367
5 C 0.402 -6.458 -1.400
6 Si 2.807 4.696 1.390
7 H -2.436 2.931 -0.368
8 H -4.161 0.272 0.334
9 H 1.265 -1.028 2.030
10 N 3.226 -4.196 -0.510
11 C 2.630 -5.322 -2.615
12 H -2.343 -1.085 -0.573
13 O 1.187 5.082 1.431
14 H 2.683 -0.627 1.100
15 H -0.048 2.574 2.822
16 H 4.473 4.951 -0.390
17 H 4.235 2.718 1.731
18 C -3.364 -1.329 -0.832
19 O -1.670 1.089 0.043
20 H 2.941 2.396 0.588
21 H -0.696 4.037 0.251
22 C -5.710 -0.841 -0.651
23 C 3.446 5.282 -0.284
24 C -3.647 -2.396 -1.677
25 H -2.838 2.392 1.216
26 H 1.175 4.374 3.383
27 C -4.395 -0.556 -0.319
28 C -0.462 3.433 2.314
29 C 0.479 4.635 2.583
30 C 2.336 -5.072 -1.288
31 C -4.957 -2.692 -2.015
32 H 4.857 5.409 2.472
33 C 3.813 5.613 2.697
34 N -7.361 -2.203 -1.867
35 H -1.423 3.612 2.792
36 H -6.515 -0.240 -0.257
37 B 0.749 -0.300 0.021
38 H 3.421 6.369 -0.301
39 C 1.796 -6.159 -3.338
40 H -0.467 -6.897 -0.929
41 H 1.769 -0.409 -1.624
42 O 0.292 2.284 0.289
43 H 3.630 5.251 3.703
44 H 2.587 2.370 2.300
45 H 2.823 4.881 -1.074
46 C -0.692 3.133 0.854
47 H 2.014 -6.367 -4.376
48 H -2.840 -2.995 -2.077
49 H 1.840 -2.133 0.750
50 C 3.174 2.865 1.535
51 H -0.121 5.462 2.956
52 C -5.973 -1.906 -1.498
53 C 0.685 -6.729 -2.731
54 C 1.697 -1.092 1.037
55 H 0.037 -7.384 -3.298
56 O -8.238 -1.482 -1.425
57 H 3.493 -4.873 -3.081
58 O 0.871 -0.668 -1.352
59 H -5.181 -3.520 -2.671
60 O -7.568 -3.158 -2.597
61 O 2.951 -4.019 0.659
62 B -0.279 0.937 0.607
63 O 4.173 -3.695 -1.089
64 H 3.664 6.684 2.612

=====

Question: Which value of energy does entry 1 give?
Answer: -41900.5245 eV

=====

Question: Look up the strongest force on any atom of the fifth one.
Answer: 0.0233 Eh/bohr

=====

Question: Which value of strongest force on any atom does entry 3 give?
Answer: 0.0147 Eh/bohr